Record 1
13
Properties=species:S:1:pos:R:3 method="wB97M-V/def2-TZVPD" relative_energy_kcal_mol=120.0 gap_ev=9.8 energy_ha=-344.4107 lumo_energy_ev=0.79 max_force_ha_per_bohr=0.010
O 2.232 -1.278 1.691
C -0.163 -0.304 0.358
C 0.086 1.200 -0.017
O 0.515 0.976 -1.349
C -0.099 -0.292 -1.210
C -1.487 -0.134 -0.767
C -1.353 0.948 0.096
H 2.621 -1.287 0.809
H 1.280 -1.147 1.518
H 0.629 1.926 0.577
H 0.246 -1.096 -1.850
H -2.297 -0.850 -0.809
H -2.036 1.259 0.875

***

Record 2
12
Properties=species:S:1:pos:R:3 method="wB97M-V/def2-TZVPD" relative_energy_kcal_mol=20.1 smiles="CC(=O)CC=O" gap_ev=10.5 energy_ha=-306.4743 lumo_energy_ev=0.70 max_force_ha_per_bohr=0.010
C -0.344 -1.535 0.801
C 0.152 -0.115 0.684
O 1.138 0.242 1.296
C -0.465 0.857 -0.309
C 0.673 1.231 -1.257
O 0.565 1.501 -2.424
H 0.410 -2.181 0.337
H -1.308 -1.714 0.321
H -0.390 -1.802 1.860
H -1.369 0.506 -0.817
H -0.707 1.783 0.231
H 1.644 1.224 -0.724

***

Record 3
95
Properties=species:S:1:pos:R:3 method="wB97M-V/def2-TZVPD" relative_energy_kcal_mol=9.9 gap_ev=6.7 energy_ha=-3251.6376 lumo_energy_ev=-1.07 max_force_ha_per_bohr=0.040
Ca 1.886 0.788 -1.154
O -1.548 2.560 -1.624
C -0.594 2.300 -0.881
O -0.262 1.122 -0.510
C 0.199 3.458 -0.262
C 0.925 3.012 1.018
C 1.246 4.203 1.917
C 2.402 4.874 1.141
C 2.533 3.947 -0.066
O 2.235 2.645 0.499
C 1.368 4.129 -1.065
C 1.924 3.590 -2.402
O 2.611 4.391 -3.030
O 1.765 2.348 -2.681
H -0.541 4.230 -0.048
H 0.496 2.154 1.520
H 0.381 4.852 2.048
H 1.569 3.858 2.899
H 2.187 5.897 0.835
H 3.323 4.877 1.723
H 3.514 3.936 -0.532
H 1.163 5.184 -1.227
O -1.106 -5.503 2.240
C 0.011 -5.047 2.855
O 0.305 -5.471 3.934
C 0.830 -4.038 2.114
C 0.323 -3.256 1.080
C 1.113 -2.303 0.470
C 2.431 -2.110 0.888
C 2.958 -2.926 1.887
C 2.156 -3.865 2.508
N 3.150 -1.077 0.246
C 4.102 -0.483 0.848
C 4.858 0.610 0.191
C 5.998 1.135 0.776
C 6.668 2.156 0.112
C 6.170 2.615 -1.095
C 5.005 2.044 -1.599
N 4.373 1.060 -0.971
H -1.141 -5.183 1.333
H -0.709 -3.351 0.752
H 0.721 -1.701 -0.339
H 3.994 -2.831 2.182
H 2.544 -4.489 3.302
H 4.397 -0.746 1.866
H 6.346 0.754 1.727
H 7.563 2.590 0.537
H 6.656 3.414 -1.637
H 4.551 2.404 -2.518
N 1.433 0.120 2.809
C 0.343 -0.273 2.840
N -0.898 -0.717 2.803
C -1.423 -1.636 3.807
C -2.853 -1.225 4.121
O -3.637 -1.162 2.943
C -3.126 -0.205 2.025
C -1.720 -0.571 1.598
H -0.800 -1.597 4.699
H -1.414 -2.660 3.415
H -2.853 -0.248 4.621
H -3.323 -1.960 4.773
H -3.130 0.793 2.485
H -3.793 -0.204 1.165
H -1.277 0.173 0.940
H -1.756 -1.529 1.065
C -5.632 2.466 -1.666
O -4.526 1.624 -1.936
C -4.558 0.362 -1.450
C -5.618 -0.197 -0.751
C -5.521 -1.499 -0.272
C -4.373 -2.241 -0.484
C -3.313 -1.683 -1.183
C -3.399 -0.392 -1.678
N -2.299 0.282 -2.245
C -1.181 -0.199 -2.727
C -0.808 -1.490 -3.154
C -1.704 -2.446 -3.710
C -1.236 -3.580 -4.298
C 0.171 -3.804 -4.356
C 1.060 -2.920 -3.829
C 0.615 -1.732 -3.152
O 1.431 -0.968 -2.542
H -5.773 2.595 -0.591
H -6.547 2.069 -2.111
H -5.393 3.423 -2.118
H -6.516 0.375 -0.572
H -6.351 -1.925 0.277
H -4.294 -3.247 -0.096
H -2.399 -2.239 -1.335
H -2.222 1.275 -1.997
H -0.419 0.566 -2.785
H -2.766 -2.244 -3.697
H -1.916 -4.292 -4.742
H 0.538 -4.699 -4.843
H 2.128 -3.091 -3.873

***

Record 4
19
Properties=species:S:1:pos:R:3 method="wB97M-V/def2-TZVPD" relative_energy_kcal_mol=51.2 total_charge=+3 gap_ev=4.9 energy_ha=-629.7519 lumo_energy_ev=-18.81 max_force_ha_per_bohr=0.018
Tl 0.082 -0.272 -0.213
O 2.356 1.250 -0.570
H 2.626 1.706 0.248
H 2.980 1.550 -1.268
O 0.046 2.553 0.197
H 0.787 3.183 0.265
H -0.760 3.069 0.404
O -1.114 -1.038 -2.555
H -0.674 -1.700 -3.128
H -1.968 -0.820 -2.990
O 2.326 -1.798 0.211
H 3.052 -1.409 0.745
H 2.569 -2.741 0.061
O -2.186 -1.699 0.341
H -2.865 -2.109 -0.239
H -2.548 -1.722 1.251
O -1.365 0.534 2.104
H -2.302 0.813 2.115
H -1.041 0.650 3.021